The following is a quantum chemistry calculation of C21H34ClF9HgN3O7PS3 as an isolated structure at a distorted geometry, from the Open Molecules 2025 dataset.

Each line ends with the Löwdin charge.
Geometry (Å):
N (0.8634, 3.5391, 4.1402)  -0.056
P (1.1372, 2.2523, 3.2812)  0.626
O (2.5926, 2.4241, 2.6193)  -0.115
O (1.1002, 0.9690, 4.2527)  -0.103
C (-0.2816, 2.1414, 2.0371)  -0.253
N (-0.9855, 3.3649, 1.9824)  -0.045
O (-1.8527, 3.4270, 3.0557)  0.043
C (0.1450, 1.6034, 0.6437)  -0.364
C (0.9592, 2.6992, -0.1087)  -0.092
C (0.8204, 2.8017, -1.6534)  -0.162
C (1.0800, 4.2718, -2.1038)  -0.195
C (0.2085, 4.6171, -3.3297)  -0.258
S (-0.1812, 6.3713, -3.4239)  0.333
O (-0.0737, 6.9972, -2.1609)  -0.322
O (0.5273, 6.9273, -4.5071)  -0.309
Cl (-2.1777, 6.4006, -3.9416)  0.406
C (-1.0082, 0.9382, -0.1268)  -0.068
C (-2.4070, 1.6005, -0.0378)  -0.038
C (-2.6465, 2.7131, -1.0390)  -0.445
F (-1.8630, 3.7748, -0.8601)  0.152
F (-2.4691, 2.1620, -2.2646)  0.121
C (-4.1272, 3.2563, -1.0811)  -0.385
F (-4.0318, 4.3787, -1.8129)  0.145
F (-4.9225, 2.4625, -1.7590)  0.203
C (-4.7257, 3.7029, 0.2759)  -0.356
F (-3.8604, 4.4141, 0.9964)  0.165
F (-5.7140, 4.5334, -0.0124)  0.192
C (-5.3405, 2.5685, 1.1970)  -0.589
F (-5.3382, 1.3698, 0.6651)  0.201
F (-6.5786, 2.8708, 1.4768)  0.219
F (-4.7111, 2.5675, 2.3563)  0.180
O (1.0945, 0.5526, 1.0312)  -0.124
C (1.5275, -0.2511, -0.0063)  -0.322
C (2.9392, -0.8209, 0.3222)  -0.185
C (2.7862, -2.0618, 1.3404)  -0.218
C (3.1123, -3.4973, 0.7321)  -0.600
S (2.0767, -4.7782, 1.4474)  0.971
C (2.3302, -6.2043, 0.3701)  -1.051
S (3.7784, -6.3406, -0.3626)  0.852
N (1.2706, -7.0645, 0.2114)  -0.189
C (0.5308, -6.8332, -1.0616)  -0.126
C (0.6254, -8.0092, -2.0472)  -0.173
O (0.2778, -9.2620, -1.4985)  -0.105
C (0.4224, -9.2961, -0.0874)  -0.165
C (1.6312, -8.4779, 0.3912)  -0.144
H (0.7215, 3.3099, 5.1218)  0.039
H (2.6144, 3.2272, 2.0718)  0.097
H (2.0183, 0.7135, 4.4589)  0.105
H (-0.9527, 1.3720, 2.4387)  0.157
H (-0.3742, 4.1793, 1.9706)  0.142
H (-2.0640, 4.3702, 3.1673)  0.146
H (0.8084, 3.7085, 0.2845)  0.109
H (2.0153, 2.4929, 0.0872)  0.119
H (-0.1476, 2.5325, -2.0572)  0.078
H (1.6357, 2.2213, -2.0944)  0.115
H (0.8025, 4.9890, -1.3248)  0.093
H (2.1348, 4.4399, -2.3180)  0.126
H (-0.7420, 4.0813, -3.3247)  0.068
H (0.7141, 4.2801, -4.2348)  0.116
H (-1.1497, -0.0588, 0.3050)  0.136
H (-0.7981, 0.7654, -1.1830)  0.122
H (-2.6960, 1.8809, 0.9740)  0.109
H (-3.1187, 0.8146, -0.3051)  0.142
H (0.8388, -1.1527, -0.0407)  0.083
H (1.4994, 0.1843, -1.0108)  0.112
H (3.4836, -1.1138, -0.5860)  0.074
H (3.4413, -0.0256, 0.8748)  0.126
H (3.5176, -1.8529, 2.1187)  0.116
H (1.7982, -2.0607, 1.8062)  0.100
H (2.9867, -3.5487, -0.4401)  -0.133
H (4.1358, -3.7489, 1.0121)  0.089
H (-0.5009, -6.5864, -0.8007)  0.132
H (0.9560, -5.9509, -1.5556)  0.100
H (-0.0932, -7.7972, -2.8437)  0.137
H (1.6280, -8.0423, -2.4937)  0.128
H (0.5272, -10.3372, 0.2124)  0.137
H (-0.5130, -8.9202, 0.3485)  0.135
H (2.4696, -8.7894, -0.2413)  0.115
H (1.8096, -8.7417, 1.4330)  0.139
Hg (2.0521, -2.6118, -1.3704)  1.141

Forces on the atoms, in the same order (eV/Å):
N -0.47 -0.26 -0.43
P -0.01 1.15 2.23
O -0.75 -0.83 -0.39
O 1.09 -0.04 -1.60
C -0.05 -1.09 -0.65
N 0.00 -0.05 -0.28
O 0.34 0.28 0.09
C 0.82 0.53 -0.24
C 0.02 -0.19 -0.74
C 0.93 1.17 0.30
C -0.74 0.16 0.00
C 0.13 -0.80 0.18
S -0.24 0.06 -0.75
O -0.21 -0.16 1.24
O 0.47 0.20 -1.06
Cl 0.47 -0.26 0.20
C -0.81 0.18 0.55
C 0.07 -0.44 -0.09
C -1.95 -1.15 0.81
F 0.83 0.31 -0.17
F 0.67 0.38 -0.61
C 1.57 1.17 0.05
F 0.09 0.66 -0.19
F -0.71 -1.17 0.13
C -1.01 -0.61 -0.07
F 1.10 -0.01 0.18
F -0.78 0.32 -0.41
C -0.48 1.23 0.24
F 0.57 -0.96 -0.51
F -1.25 0.31 -0.11
F 1.12 -0.52 0.64
O -0.35 0.33 0.01
C 0.65 -1.23 -0.21
C -1.45 -0.31 1.84
C 0.76 0.14 -0.83
C -0.05 0.36 2.50
S -0.88 0.09 -0.38
C 1.25 0.74 -0.18
S -0.03 -0.05 -0.09
N 0.60 0.06 0.19
C -0.52 0.28 0.07
C -0.20 0.27 0.00
O 0.28 0.22 0.13
C -0.20 0.02 0.15
C -1.13 -1.26 -0.52
H 0.00 0.42 0.02
H 0.30 -0.01 0.26
H -0.31 -0.25 0.27
H 0.09 0.21 0.38
H -0.15 0.09 -0.01
H -0.14 -0.16 0.09
H -0.44 -0.19 0.16
H -0.08 -0.06 0.10
H 0.07 -0.41 0.20
H -0.47 -0.37 -0.23
H 0.04 -0.25 0.11
H -0.03 0.03 -0.06
H -0.04 0.17 0.29
H -0.10 0.61 -0.25
H 0.11 0.12 0.14
H 0.27 0.16 0.07
H 0.25 0.22 -0.01
H 0.00 0.11 -0.13
H -0.07 0.32 -0.22
H 0.00 0.48 0.26
H 0.45 0.56 0.24
H 0.44 -0.06 -0.41
H -0.06 -0.41 0.15
H -0.02 0.12 -0.15
H 2.09 -1.91 2.01
H 0.21 0.03 -1.00
H -0.01 -0.20 -0.15
H -0.08 -0.06 -0.01
H 0.15 -0.01 -0.06
H -0.02 -0.04 0.13
H 0.09 0.00 -0.11
H 0.21 0.02 0.26
H 0.16 0.23 0.24
H 0.18 0.41 0.03
Hg -2.67 0.85 -3.85

Its HOMO energy is -13.453 eV. The electronic energy comes out at -124054.7958 eV. The LUMO energy is -11.6 eV. The orbital gap comes out at 1.88 eV. The total charge is +2.